No. 1
C4H14Li3N2O4 | the ωB97M-V functional and the def2-TZVPD basis

Summary:
HOMO	-10.99	eV
calculated total energy	-593.54378	hartree
gap between HOMO and LUMO	6.627	eV
lowest unoccupied orbital energy	-4.37	eV

Structure (ORCA input):
```
! RIJCOSX wB97M-V def2-TZVPD def2/J DEFGRID3
* xyz 1 1
Li 14.70441 -5.02147 41.28400
Li 12.60746 -4.75020 41.22951
Li 13.42494 -3.42091 43.13024
O 13.73209 -3.96831 41.66722
H 13.67651 -2.99291 41.67352
O 13.50037 -5.90050 40.82684
H 13.85467 -6.68765 41.28442
C 14.74116 -3.99723 39.05242
O 14.93892 -4.92713 39.81314
N 15.15495 -4.08031 37.83942
N 14.36277 -2.82062 39.48713
H 15.32696 -3.26722 37.26550
H 15.48535 -4.97132 37.49731
H 14.09885 -2.13737 38.79172
H 14.16188 -2.69074 40.46839
C 12.73392 0.70029 41.22486
C 13.15155 -0.72223 41.63375
C 12.27938 -1.77117 40.96424
O 14.50346 -1.07941 41.20598
H 11.97555 1.11682 41.88780
H 12.39629 0.95252 40.21963
H 13.45845 1.48451 41.44429
H 13.06572 -1.04453 42.67147
H 11.22270 -1.51037 41.02338
H 12.42809 -2.83091 41.17146
H 12.42543 -1.60591 39.89679
H 15.15456 -0.54811 41.67008
*
```



No. 2
C4H14N | the ωB97M-V functional and the def2-TZVPD basis

Summary:
HOMO (spin up / spin down)	-4.02 / -10.46	eV
calculated total energy	-215.36781	hartree
gap between HOMO and LUMO (spin up / spin down)	5.024 / 11.039	eV
energy above the lowest of the compared OMol25 structures with the same formula, charge and spin	40.4	kcal/mol
<S²>	0.75
lowest unoccupied orbital energy (spin up / spin down)	1.00 / 0.58	eV

Structure (ORCA input):
```
! RIJCOSX wB97M-V def2-TZVPD def2/J DEFGRID3
* xyz 0 2
C -3.30717 2.70033 -0.16000
N -2.39074 1.70263 0.53025
H -2.64123 3.45580 -0.39720
H -4.09818 2.88333 0.57287
H -3.67251 2.30123 -1.18951
H -2.78196 0.95654 1.13598
H -1.63483 1.15789 -0.01094
H -1.67395 2.17785 1.18653
C 3.32186 -1.84216 -0.09274
C 2.03648 -0.99561 -0.46900
C 0.77808 -1.73709 0.09531
H 3.30959 -2.14755 0.93388
H 3.41720 -2.76696 -0.63150
H 4.27864 -1.24283 -0.49020
H 1.94685 0.06955 -0.06325
H 1.94266 -1.07144 -1.60696
H 1.09273 -2.73807 0.44854
H -0.11784 -1.62052 -0.71923
H 0.19432 -1.24291 0.92718
*
```



No. 3
C4H14N | the ωB97M-V functional and the def2-TZVPD basis

Summary:
HOMO	-14.76	eV
calculated total energy	-215.28272	hartree
gap between HOMO and LUMO	10.913	eV
energy above the lowest of the compared OMol25 structures with the same formula, charge and spin	16.4	kcal/mol
lowest unoccupied orbital energy	-3.85	eV

Structure (ORCA input):
```
! RIJCOSX wB97M-V def2-TZVPD def2/J DEFGRID3
* xyz 1 1
C -1.87034 -0.54930 -0.41456
C -0.84520 -1.17994 -1.30944
N -2.31769 0.85335 -0.92093
H -2.76437 -1.15242 -0.31455
H -1.47469 -0.32461 0.56161
H -0.07894 -1.63895 -0.69862
H -0.27342 -0.55624 -2.00208
H -1.92280 1.53928 -0.29043
H -2.07685 1.02003 -1.89730
H -3.33569 0.91856 -0.86887
H -1.25726 -1.91526 -1.99870
C 1.56538 0.07896 1.27381
C 2.95600 0.71757 1.24337
H 0.73122 0.73606 1.07710
H 1.57774 -0.73773 0.58339
H 1.42619 -0.39160 2.24484
H 3.67968 -0.09105 1.33412
H 3.14539 1.39837 2.07244
H 3.13566 1.27490 0.32481
*
```



No. 4
C4H14N | the ωB97M-V functional and the def2-TZVPD basis

Summary:
HOMO	-14.93	eV
calculated total energy	-215.28917	hartree
gap between HOMO and LUMO	11.128	eV
energy above the lowest of the compared OMol25 structures with the same formula, charge and spin	12.4	kcal/mol
lowest unoccupied orbital energy	-3.80	eV

Structure (ORCA input):
```
! RIJCOSX wB97M-V def2-TZVPD def2/J DEFGRID3
* xyz 1 1
C -0.58273 1.12489 -2.39166
C 0.89626 0.89069 -2.10900
N -1.39357 0.87968 -1.12991
H -0.74866 2.15468 -2.68833
H -0.90100 0.36032 -3.08923
H 1.00900 -0.05314 -1.57011
H 1.44351 1.65468 -1.57490
H -1.51516 1.65576 -0.46347
H -2.32334 0.53571 -1.37463
H -0.96980 0.11007 -0.60203
H 1.40085 0.78189 -3.06311
C 0.13335 -1.47704 3.17368
C 0.77761 -1.03794 1.84410
H -0.91449 -1.73979 3.02370
H 0.70346 -2.31191 3.59296
H 0.15627 -0.65630 3.87978
H 0.50661 -1.76229 1.07790
H 1.86531 -1.09367 1.86220
H 0.45652 -0.01629 1.60207
*
```



No. 5
C4H14N | the ωB97M-V functional and the def2-TZVPD basis

Summary:
HOMO	-14.35	eV
calculated total energy	-215.21062	hartree
gap between HOMO and LUMO	10.580	eV
energy above the lowest of the compared OMol25 structures with the same formula, charge and spin	61.7	kcal/mol
lowest unoccupied orbital energy	-3.77	eV

Structure (ORCA input):
```
! RIJCOSX wB97M-V def2-TZVPD def2/J DEFGRID3
* xyz 1 1
C -2.12210 -0.15483 -0.08923
C -1.78553 0.07310 1.37945
N -1.08757 0.55545 -1.07806
H -1.92711 -1.24332 -0.26206
H -3.18998 0.31199 -0.16946
H -2.78125 0.33237 2.01113
H -1.05184 0.86049 1.39455
H -1.57095 1.19653 -1.71023
H -0.23531 0.97628 -0.64726
H -0.73112 -0.25747 -1.72264
H -1.45212 -0.88075 1.75816
C 2.37077 0.28073 -0.62843
C 2.11949 -0.73853 0.30243
H 2.56799 -0.24180 -1.60113
H 1.53828 0.86608 -0.81071
H 3.30380 0.92248 -0.33488
H 2.44729 -1.76752 0.16555
H 1.05809 -0.88333 0.69279
H 2.52919 -0.20795 1.35003
*
```



No. 6
C4H14N2 | the ωB97M-V functional and the def2-TZVPD basis

Summary:
HOMO	-7.28	eV
calculated total energy	-270.18999	hartree
gap between HOMO and LUMO	8.149	eV
energy above the lowest of the compared OMol25 structures with the same formula, charge and spin	66.2	kcal/mol
lowest unoccupied orbital energy	0.87	eV

Structure (ORCA input):
```
! RIJCOSX wB97M-V def2-TZVPD def2/J DEFGRID3
* xyz 0 1
C 1.10946 -0.08726 0.16453
C 2.45989 -0.36320 -0.47648
C 0.97220 1.32008 0.72288
N 0.51985 -1.03900 0.91389
H -0.84434 -0.20390 -1.02206
H 0.89605 -1.95639 0.67799
H -0.97176 -1.00611 0.40935
H 3.22545 -0.39397 0.30579
H 2.73301 0.41268 -1.19244
H 2.45873 -1.32725 -0.98732
H 1.65504 1.42924 1.57149
H -0.03696 1.48866 1.09687
H 1.21001 2.07842 -0.02381
C -2.76618 0.25011 -0.03140
N -1.72966 -0.71780 -0.39712
H -2.10239 -1.55244 -0.83546
H 0.28232 0.12951 -1.08844
H -3.34013 0.55974 -0.90744
H -3.44539 -0.15745 0.71930
H -2.28520 1.13634 0.37988
*
```